{
  "formula": "H3O2PS4",
  "method": "the ωB97M-V functional and the def2-TZVPD basis",
  "smiles": "O=[SH]#S#P(O)SS",
  "energy_ha": -2086.355587,
  "elements": ["O", "S", "S", "P", "O", "S", "S", "H", "H", "H"],
  "xyz": [[3.579, -1.013, -0.522], [2.756, -0.034, 0.171], [0.942, -0.882, 0.893], [-0.640, 0.424, 0.234], [0.235, 1.198, -0.917], [-2.150, -0.396, -0.919], [-3.554, -0.081, 0.500], [3.296, 0.107, 1.565], [-0.256, 1.932, -1.275], [-4.207, -1.255, 0.270]]
}

{
  "formula": "H3O2SSi",
  "method": "the ωB97M-V functional and the def2-TZVPD basis",
  "smiles": "[O-]SO[SiH3]",
  "charge": -1,
  "energy_ha": -839.966505,
  "elements": ["O", "S", "O", "Si", "H", "H", "H"],
  "xyz": [[-2.225, 0.499, 0.899], [-2.168, 0.141, -0.564], [-0.441, -0.224, -0.884], [0.928, -0.181, -0.096], [1.918, 0.667, -0.916], [0.480, 0.542, 1.229], [1.508, -1.444, 0.330]]
}

What energy relative to the best compared isomer or geometry (same formula, charge and spin) values result from the calculations? In sequence: 1.618, 0.502 eV.
What E_HOMO values result from the calculations? In sequence: -0.32688, -0.06019 hartree.